127
Properties=species:S:1:pos:R:3:forces:R:3 method="wB97M-V/def2-TZVPD" orbital_gap_ev=7.47 lumo_energy_ev=0.192 de_lowest_ev=8.882
N -1.0707 -0.7281 0.5684 -0.7 8.3 1.6
H -0.7967 -0.7261 -0.3256 0.0 -0.3 -5.1
H -2.0967 -0.4651 0.9514 2.1 -2.1 -3.1
H -0.5477 0.2639 0.9174 -1.2 -3.6 -1.4
H -0.6507 -1.4841 0.9804 0.5 -2.0 1.2
O -2.3367 -2.6921 -0.8716 -1.5 -1.7 -1.5
H -2.8527 -3.4151 -1.3906 1.3 1.9 1.3
C 1.1863 -0.1371 -5.1606 -0.7 -0.7 0.0
O 0.9833 -1.4541 -4.6056 -1.9 1.4 0.2
C 0.3923 -1.4271 -3.2926 2.8 1.4 1.4
C 0.5313 -2.8631 -2.8046 0.4 0.6 -2.3
N 0.3133 -3.0401 -1.4476 -4.5 -2.3 1.5
C 0.4343 -4.4671 -1.1656 1.4 1.0 3.8
C 1.8713 -4.9661 -1.0796 0.9 0.9 -0.4
O 1.8273 -6.3371 -0.8026 0.3 -1.2 2.4
C 3.0543 -7.0111 -0.7266 1.6 1.0 0.2
H 1.8453 0.4599 -4.4736 0.4 -0.7 -1.0
H 0.2823 0.5579 -5.1806 0.4 -1.3 -0.3
H 1.4893 -0.4811 -6.1956 0.2 1.6 1.1
H -0.7437 -1.0361 -3.1256 2.7 -0.7 -0.8
H 1.2343 -0.8001 -2.7236 -2.3 -0.4 -0.4
H 1.4283 -3.4561 -3.0976 0.4 1.5 0.0
H -0.1067 -3.2561 -3.5586 -1.9 -1.7 -0.2
H -0.7767 -2.9911 -1.1396 1.3 1.1 -1.3
H -0.1437 -5.0841 -1.7836 -0.7 -1.0 -1.4
H 0.0643 -4.6491 -0.1246 1.0 0.3 -2.8
H 2.6333 -4.2281 -0.3186 -1.9 -3.0 -2.6
H 2.0323 -5.1251 -2.1296 2.2 1.8 -1.0
H 3.8623 -6.5111 -0.1456 -0.5 1.0 -0.6
H 3.4893 -7.2241 -1.7176 -0.3 -0.2 0.3
H 3.0503 -7.8441 -0.0576 -1.1 -1.3 -0.3
C -2.3217 2.0589 3.4734 -1.9 7.6 -5.8
O -2.1197 0.8779 3.8044 0.9 -8.1 4.9
C -1.4577 0.0639 2.9334 -0.7 1.1 -2.3
C -1.6837 -1.4391 3.3804 5.4 3.6 0.3
N -1.2627 -2.2681 2.2914 1.7 -0.8 1.9
C -1.6147 -3.6481 2.4164 -3.1 0.7 -1.8
C -1.1697 -4.3371 1.1284 -7.5 -4.1 6.0
O -1.3657 -5.7371 1.3924 0.6 -1.0 -1.3
C -1.0207 -6.5351 0.2274 2.1 -1.0 3.7
H -1.4047 2.5819 3.2864 1.2 1.0 0.3
H -2.9627 2.7479 4.0634 0.1 -1.2 0.2
H -2.6467 2.0659 2.3194 0.3 -0.3 4.7
H -0.4087 0.5179 2.5674 -1.3 -1.1 1.8
H -1.9557 0.2089 1.9054 -0.4 0.9 3.3
H -2.6067 -1.3581 3.8124 -2.8 -1.0 0.4
H -0.9407 -1.4591 4.2204 -0.8 -0.7 -0.1
H -0.1887 -2.1791 2.3564 -1.8 -0.7 0.0
H -2.7337 -3.6771 2.4314 0.7 -0.1 0.0
H -1.3537 -3.9681 3.3834 1.0 -1.6 0.9
H -0.2737 -4.1321 1.0514 8.7 2.2 -0.3
H -1.6677 -4.2201 0.2584 -1.9 2.0 -2.1
H -0.8437 -7.5361 0.5544 -0.3 -0.9 0.9
H -0.0867 -6.3471 -0.2136 0.9 0.5 0.2
H -1.6067 -6.6721 -0.5726 -3.6 0.5 -2.6
C 2.2913 -1.9721 -0.3156 -5.0 3.8 -5.3
O 1.9043 -0.6471 0.0494 0.8 0.8 1.0
C 2.9203 0.3479 -0.2666 -0.4 2.0 -0.5
C 4.0403 0.3159 0.7554 0.7 -0.8 0.2
N 5.0753 1.3279 0.3654 -1.9 -0.7 -1.5
C 6.1833 1.3599 1.2504 1.0 0.8 2.3
C 7.3593 2.3729 0.9764 -1.7 -5.6 -4.0
O 8.3463 2.2139 1.8714 3.0 -0.6 0.6
C 9.4393 3.0589 1.5084 3.6 -0.6 3.1
H 1.6363 -2.8281 -0.0656 -1.8 2.3 -0.1
H 2.9173 -2.5871 0.0174 8.3 -2.4 3.7
H 2.3613 -1.8911 -1.4666 0.2 -0.9 1.9
H 2.5653 1.5409 -0.3866 -0.1 -3.2 0.9
H 3.3233 0.2489 -1.2846 -0.1 -0.8 0.2
H 4.4743 -0.7561 0.7844 -0.3 1.8 -0.2
H 3.5693 0.4539 1.7754 0.6 0.2 -0.7
H 4.5683 2.2249 0.2804 0.8 -0.5 0.3
H 6.7913 0.4209 1.2294 -1.1 0.3 0.2
H 5.6753 1.5089 2.2474 1.5 -0.2 0.0
H 7.2633 3.3419 1.0034 -2.3 5.5 -0.6
H 7.6493 2.0619 -0.1466 -0.2 0.7 2.0
H 9.2523 4.1749 1.5484 -0.3 -1.3 -0.1
H 10.0893 2.8099 0.6084 -1.6 -0.1 0.5
H 10.2353 2.8039 2.4044 -1.9 1.0 -2.1
C -6.1037 -3.0231 2.8804 1.5 0.2 5.1
O -5.5417 -1.7001 2.9434 0.9 -0.8 -1.8
C -4.5567 -1.5121 1.9144 -0.3 2.0 -0.6
C -5.2137 -1.0571 0.5024 2.6 -3.6 0.4
N -4.1597 -0.6321 -0.3246 3.7 2.2 -0.6
C -4.5677 -0.1441 -1.6326 2.3 3.5 4.9
C -3.5137 0.4939 -2.4036 4.7 -2.2 -2.8
O -4.1667 0.8699 -3.5886 1.1 3.1 -1.2
C -3.2697 1.6489 -4.4476 -2.7 0.8 -1.2
H -5.3037 -3.8471 3.1704 -1.5 1.6 -0.9
H -6.7557 -3.3071 2.1264 -0.6 -0.1 -2.2
H -6.7657 -2.8941 3.7794 0.4 -0.9 -0.6
H -3.9637 -2.4551 1.7724 -0.5 1.0 -0.1
H -3.8247 -0.6411 2.2564 -1.7 -1.7 -0.7
H -5.8487 -0.2231 0.4864 -2.0 0.3 0.7
H -5.3127 -2.0031 -0.1166 -2.6 0.3 1.5
H -3.5347 -1.4261 -0.4886 0.5 -0.2 -0.2
H -5.1137 0.7619 -1.4896 -1.5 0.7 0.7
H -5.1887 -0.7771 -2.0486 -2.7 -3.4 -3.1
H -2.7617 -0.2331 -2.8956 -0.5 0.2 1.5
H -2.7327 1.2219 -1.9186 -2.3 -0.5 -0.3
H -2.3127 1.1789 -4.6616 0.2 0.0 0.5
H -3.2557 2.7749 -4.2946 0.6 -1.3 1.1
H -3.8217 1.7259 -5.4036 0.3 -0.7 0.1
C -3.3817 2.8749 0.8384 -0.3 3.1 -3.3
O -2.0057 2.5419 0.9464 2.5 1.3 -3.7
C -1.0777 3.3709 0.1294 -5.1 1.5 -1.7
C -1.1367 4.7909 0.6294 1.7 -0.4 0.4
N -0.2317 5.5699 -0.2406 -2.9 -0.8 -3.2
C 0.0253 6.8839 0.2254 -1.0 2.8 -2.0
C 1.1503 7.5459 -0.4966 4.1 -0.7 -2.5
O 1.6283 8.7109 0.2014 -0.4 -1.1 0.1
C 2.8803 9.2369 -0.2206 -5.9 5.6 1.1
H -3.5727 4.0049 1.1894 0.0 -2.8 -0.3
H -3.7607 2.0869 1.4044 -2.1 -0.5 0.7
H -3.8257 2.7889 -0.2506 1.1 0.1 1.8
H -1.4297 3.4879 -1.0076 0.3 -0.8 2.1
H -0.1177 3.0579 0.0284 2.7 -1.8 0.6
H -0.7487 4.8239 1.6794 -0.4 0.2 -0.8
H -2.1767 5.0409 0.5754 -0.4 1.0 0.3
H -0.8127 5.6189 -1.2796 2.3 0.1 3.7
H 0.3353 7.0209 1.1874 0.8 -1.0 3.1
H -0.8027 7.6299 0.2114 -0.3 -0.6 -0.4
H 0.9613 7.7379 -1.6456 0.1 0.0 2.1
H 2.1033 6.8279 -0.4926 -2.1 0.9 -0.2
H 2.9193 10.2399 0.3834 0.0 -1.6 -1.1
H 2.7813 9.5469 -1.2186 0.0 0.3 -1.7
H 3.7633 8.8669 -0.0796 4.7 -3.8 1.3


120
Properties=species:S:1:pos:R:3:forces:R:3 method="wB97M-V/def2-TZVPD" orbital_gap_ev=10.06 lumo_energy_ev=0.148 smiles=CC(C)O.CC(C)O.CC(C)O.CC(C)O.CC(C)O.CC(C)O.CC(C)O.CC(C)O.CC(C)O.CC(C)O de_lowest_ev=6.464
C -1.4662 3.9752 -8.4972 0.3 0.4 2.4
C -0.4974 3.1414 -7.5753 -1.3 0.7 -2.4
C -1.1543 2.3292 -6.5225 -1.0 0.2 1.8
O 0.1000 2.2459 -8.4318 2.1 -1.8 -1.5
H -1.8357 4.7172 -7.7894 -0.5 0.5 -0.3
H -2.3320 3.4126 -8.8467 0.3 -0.2 -0.2
H -0.9195 4.5154 -9.2701 -0.1 -0.4 -0.1
H 0.3137 3.7993 -7.2633 -0.5 0.4 0.9
H -0.4194 1.9293 -5.8238 0.0 0.3 0.3
H -1.7550 1.4519 -6.7626 0.3 0.0 -1.2
H -1.9201 2.9285 -6.0301 0.3 0.3 0.7
H 1.0156 2.5219 -8.5159 0.0 -0.4 -0.4
C 4.7790 2.8697 -3.9528 -0.1 0.1 0.6
C 5.8527 1.7935 -3.8811 -1.2 0.3 -0.4
C 5.1934 0.4690 -3.5556 0.2 -0.6 1.6
O 6.4315 1.6680 -5.1520 1.1 0.1 -0.6
H 4.0088 2.5779 -4.6667 -0.2 -0.2 0.1
H 5.1173 3.8573 -4.2665 0.4 -0.1 0.1
H 4.3598 2.9315 -2.9485 -0.4 0.3 -0.1
H 6.6060 2.1076 -3.1587 0.2 -0.3 -0.1
H 4.5539 0.1276 -4.3697 0.1 0.0 0.0
H 4.6276 0.4775 -2.6240 -0.6 0.6 -0.1
H 5.8980 -0.3017 -3.2432 0.5 -0.1 -0.9
H 5.6924 1.6152 -5.7624 0.1 -0.1 -0.3
C -2.7103 7.0067 7.0021 0.3 -0.1 -0.6
C -1.6902 6.4124 5.9674 -2.5 0.4 0.0
C -2.2942 6.4731 4.5577 -0.3 -1.3 -0.3
O -0.5610 7.1577 5.8790 2.6 2.0 0.9
H -3.5348 6.3123 7.1636 0.1 -0.2 -0.1
H -3.1594 7.9025 6.5730 0.1 0.1 -0.1
H -2.3462 7.2982 7.9873 0.5 -0.3 -0.1
H -1.3692 5.4058 6.2353 -0.7 -0.4 0.1
H -2.2304 7.4054 3.9966 0.2 0.5 0.8
H -3.3413 6.1752 4.5038 0.0 -0.4 0.0
H -1.6595 5.7935 3.9890 -0.4 -0.3 -0.5
H 0.1081 6.6841 5.3793 0.0 0.0 0.0
C 2.5843 -5.7531 -3.3951 1.5 0.8 -0.2
C 1.8185 -6.8516 -2.7327 0.4 0.0 -0.4
C 2.2622 -8.2253 -3.1792 -1.0 -0.5 -1.3
O 2.0003 -6.7993 -1.3637 0.6 0.3 2.0
H 2.5573 -4.7958 -2.8746 -1.3 0.3 -0.3
H 2.3980 -5.7270 -4.4687 -0.4 0.5 0.1
H 3.6696 -5.8104 -3.3123 0.3 -1.2 0.0
H 0.7581 -6.6413 -2.8723 -0.3 -0.5 -0.7
H 3.3316 -8.4340 -3.2095 0.0 0.5 0.3
H 1.8830 -8.4081 -4.1846 0.1 -0.1 -0.2
H 1.7577 -8.9758 -2.5705 0.1 -0.2 0.1
H 1.9561 -7.7136 -1.0743 0.0 0.2 0.5
C 0.2013 -4.8116 8.4998 -0.3 -0.5 -0.3
C 0.7244 -3.3372 8.4046 -1.4 -2.6 0.2
C -0.2843 -2.4430 7.7361 0.5 -0.1 -0.8
O 0.9745 -2.9174 9.7115 1.0 0.9 0.5
H 0.5769 -5.4688 7.7156 -0.1 0.3 -0.4
H -0.8858 -4.8902 8.5027 -0.2 0.5 -0.6
H 0.3800 -5.4131 9.3911 0.9 0.8 0.5
H 1.6777 -3.3153 7.8766 -0.1 -0.2 -0.5
H -0.4600 -2.8512 6.7408 -0.3 0.1 -0.1
H 0.1939 -1.4723 7.6054 -0.4 0.3 0.1
H -1.2289 -2.3840 8.2767 0.2 0.1 0.1
H 1.7794 -2.4363 9.5059 0.2 0.5 1.4
C -2.3633 -0.3081 -0.7455 -2.4 0.5 -1.5
C -1.0327 -0.2998 -0.0999 -0.9 1.0 -2.2
C -0.3766 1.0365 -0.0995 1.7 1.3 0.0
O -1.1531 -0.6671 1.2029 0.4 -1.7 1.9
H -2.3418 0.1365 -1.7405 0.5 0.1 -0.2
H -3.1833 0.2497 -0.2932 0.4 0.4 0.8
H -2.8589 -1.2613 -0.9293 0.6 -0.5 0.3
H -0.4613 -0.9856 -0.7254 0.6 -0.3 0.3
H 0.6305 0.9030 0.2954 0.3 -0.2 0.1
H -0.7981 1.7414 0.6172 -0.6 -0.1 -0.2
H -0.1793 1.5468 -1.0422 -0.5 -0.2 -0.3
H -0.3092 -1.0986 1.3557 0.0 -0.2 1.0
C 2.9617 8.3384 -1.7110 -0.2 0.1 0.5
C 1.6126 8.7344 -0.9661 2.6 -0.8 -3.4
C 0.4940 7.8740 -1.4734 -1.0 -1.1 0.9
O 1.8848 8.7132 0.4031 -0.8 0.4 0.2
H 2.9907 8.4008 -2.7988 -0.7 0.4 -0.1
H 3.2992 7.3145 -1.5507 -0.2 -0.1 0.6
H 3.7299 9.0186 -1.3432 0.1 -0.1 0.0
H 1.4894 9.7531 -1.3337 -0.5 0.3 0.3
H -0.4208 8.0141 -0.8976 -0.3 0.5 -0.2
H 0.6586 6.8124 -1.2887 0.6 -0.1 0.0
H 0.2895 7.9373 -2.5422 0.1 0.5 0.1
H 1.4723 9.5458 0.6446 0.1 -0.1 1.1
C -5.2436 1.6064 4.5869 1.0 1.1 1.2
C -5.5558 0.2252 5.1350 -0.3 2.1 1.4
C -6.9825 0.3803 5.7658 0.3 -1.4 -0.5
O -5.4512 -0.7134 4.1186 -1.0 -1.1 -0.9
H -5.9383 2.0033 3.8466 0.2 -0.6 -0.4
H -4.1864 1.7417 4.3586 0.0 -0.3 -1.0
H -5.2938 2.3476 5.3845 -0.4 0.0 0.5
H -4.8083 -0.1187 5.8499 0.0 0.7 0.7
H -7.5782 0.0281 4.9236 -0.8 0.1 0.3
H -7.3217 1.3551 6.1165 0.6 0.4 -0.8
H -7.1824 -0.1964 6.6689 0.2 -0.8 -0.3
H -4.5226 -0.7090 3.8751 0.0 -0.2 -0.3
C -3.8660 -5.6028 -5.1124 -1.1 -1.3 -1.0
C -4.2768 -6.6867 -6.1500 1.4 -1.3 -1.4
C -3.1585 -7.0311 -7.2754 -1.4 0.5 1.0
O -4.5801 -7.9213 -5.5074 0.3 0.0 1.5
H -3.9997 -4.6695 -5.6595 0.5 0.2 0.4
H -2.8838 -5.7830 -4.6755 0.0 0.2 -0.3
H -4.6071 -5.6434 -4.3142 0.0 0.1 0.1
H -5.2095 -6.4406 -6.6576 0.1 0.8 -0.2
H -3.0599 -6.2404 -8.0192 0.3 0.3 0.3
H -3.4871 -7.8928 -7.8565 -0.3 -0.1 0.1
H -2.2167 -7.3251 -6.8120 0.0 0.4 0.0
H -4.8646 -8.6126 -6.1099 0.1 0.3 -0.3
C 5.1576 -4.0281 2.2470 0.4 0.3 0.6
C 3.9153 -3.6247 3.1142 2.2 -1.4 -1.2
C 4.2008 -2.4398 3.9624 0.1 0.8 1.0
O 2.9030 -3.3930 2.1964 -1.3 0.6 -0.6
H 6.0398 -4.2697 2.8399 0.0 -0.1 0.3
H 5.4720 -3.2164 1.5910 -0.3 0.3 0.0
H 4.9899 -4.8833 1.5924 -0.4 -0.2 0.1
H 3.6429 -4.5098 3.6891 0.0 0.0 0.6
H 4.7378 -1.6345 3.4612 -0.2 0.0 -0.4
H 4.8493 -2.6830 4.8041 0.0 -0.4 0.0
H 3.2991 -2.0193 4.4076 -0.2 0.0 -0.1
H 2.9446 -4.1622 1.6235 -0.4 0.1 -0.4


120
Properties=species:S:1:pos:R:3:forces:R:3 method="wB97M-V/def2-TZVPD" orbital_gap_ev=10.26 lumo_energy_ev=0.348 smiles=CC(C)O.CC(C)O.CC(C)O.CC(C)O.CC(C)O.CC(C)O.CC(C)O.CC(C)O.CC(C)O.CC(C)O de_lowest_ev=5.644
C 17.9729 -30.4555 0.4559 1.4 -0.6 -0.1
C 18.0909 -32.0085 0.2101 -0.9 0.8 3.1
C 17.4162 -32.7917 1.4407 0.0 0.2 -1.7
O 17.4859 -32.3342 -1.0051 0.2 -0.5 0.0
H 18.6229 -29.9583 -0.2641 -0.2 0.0 -0.3
H 18.4290 -30.1699 1.4037 -0.2 -0.2 0.3
H 16.9967 -29.9742 0.3963 -0.2 -0.6 -0.1
H 19.1335 -32.3120 0.3047 0.1 0.2 -0.9
H 17.8348 -32.5027 2.4048 -0.3 0.2 -0.1
H 17.4742 -33.8765 1.3507 0.6 -0.1 -0.2
H 16.3407 -32.6446 1.3421 -0.2 0.5 0.6
H 16.5575 -32.2897 -0.7647 -0.4 -0.1 -0.6
C 24.1743 -37.0629 13.9693 -0.6 0.6 1.0
C 24.0607 -35.5681 14.2406 0.8 0.9 0.5
C 22.6721 -35.0171 14.1178 -0.9 0.0 -0.4
O 24.5162 -35.2577 15.5717 0.2 -1.1 0.5
H 23.6321 -37.5765 14.7633 0.0 -0.1 0.1
H 25.2130 -37.3857 14.0405 -0.1 -0.1 -0.5
H 23.6234 -37.2838 13.0551 0.6 -0.2 -0.2
H 24.7572 -35.0302 13.5975 -0.2 0.0 -0.6
H 22.6113 -33.9699 14.4140 0.2 0.0 0.0
H 21.9745 -35.5673 14.7493 0.1 -0.1 0.2
H 22.2714 -35.0910 13.1069 0.1 0.0 -0.2
H 24.8116 -34.3490 15.6648 -0.1 0.0 -0.4
C 12.9626 -32.4859 16.6250 -0.1 -0.3 -0.3
C 12.0208 -31.7532 17.6138 0.5 0.3 -1.5
C 12.0584 -32.3789 18.9529 -0.1 -0.1 0.3
O 12.3961 -30.3905 17.6028 0.3 0.5 0.4
H 13.8705 -32.8837 17.0784 0.0 0.2 0.5
H 13.3166 -31.8662 15.8011 -0.3 0.4 0.2
H 12.5252 -33.3596 16.1418 -0.4 0.0 0.1
H 10.9793 -31.7955 17.2950 -0.1 -0.2 -0.5
H 11.7129 -33.3736 18.6710 0.3 -0.5 1.1
H 11.3709 -31.9199 19.6634 -0.3 0.0 -0.1
H 13.0505 -32.2986 19.3972 0.1 -0.6 -0.1
H 12.3560 -30.1048 18.5184 0.0 0.4 0.0
C 18.0157 -29.4274 16.6538 0.2 0.0 1.7
C 18.1531 -28.5226 17.9064 -1.3 1.6 0.0
C 18.3244 -27.0590 17.5272 0.9 -0.2 -1.2
O 16.9779 -28.5035 18.7888 1.2 -1.2 0.0
H 17.8883 -30.4489 17.0121 -0.3 -0.1 -0.1
H 18.9725 -29.4364 16.1317 -0.2 0.3 -0.4
H 17.1535 -29.1389 16.0526 0.2 0.0 -0.2
H 19.0560 -28.7745 18.4628 -0.5 -0.6 0.5
H 19.2557 -27.0074 16.9631 0.1 0.2 -0.4
H 18.4645 -26.3193 18.3154 -0.5 -0.5 0.4
H 17.5077 -26.7825 16.8604 0.0 0.3 0.0
H 16.1738 -28.4099 18.2728 0.1 0.0 -0.3
C 7.3990 -34.4376 11.7904 -1.3 0.1 0.4
C 8.3927 -35.0700 10.8871 -0.7 1.7 -1.2
C 7.9227 -35.1857 9.4484 -0.4 -0.9 -1.3
O 9.4756 -34.1425 10.8236 1.3 -0.6 0.6
H 6.4297 -34.9264 11.6918 0.0 -0.3 0.5
H 7.1806 -33.4072 11.5096 0.2 0.2 -0.2
H 7.7850 -34.4303 12.8097 -0.3 -0.1 0.1
H 8.5790 -36.0740 11.2684 1.0 0.2 0.1
H 8.1281 -36.1983 9.1011 -0.2 -0.1 -0.2
H 8.4397 -34.5451 8.7339 0.5 0.2 0.5
H 6.8821 -34.9597 9.2158 -0.3 -0.2 0.6
H 9.1847 -33.3438 11.2696 0.2 0.0 0.1
C 9.1041 -31.4952 0.3211 -0.3 2.0 0.8
C 10.5590 -31.3194 0.8094 -1.6 -0.3 -1.0
C 10.7744 -32.1475 2.0203 0.7 -1.8 1.1
O 11.3300 -31.8601 -0.2301 1.8 -0.7 -0.3
H 8.9035 -30.9526 -0.6027 0.4 0.0 -0.3
H 8.5207 -30.9183 1.0387 -0.6 -0.4 0.2
H 8.7128 -32.5032 0.1834 0.5 -0.1 0.4
H 10.8549 -30.2897 1.0103 -0.4 0.3 -0.2
H 11.7501 -32.0775 2.5011 0.3 0.3 -0.5
H 10.6812 -33.1798 1.6830 0.1 -0.2 0.0
H 10.1068 -32.1158 2.8814 -0.6 0.8 -0.4
H 11.3087 -31.3194 -1.0230 -0.2 0.2 0.2
C 11.8584 -24.7929 12.0687 0.3 0.1 -0.2
C 11.7093 -25.6469 10.7856 0.5 0.6 3.0
C 11.5743 -27.1454 11.0994 0.8 0.2 0.2
O 10.6392 -25.1447 10.1272 -2.3 0.5 -2.7
H 10.9156 -24.5394 12.5535 -0.4 -1.0 0.3
H 12.1282 -23.7741 11.7908 0.8 -0.1 -0.2
H 12.5731 -25.2500 12.7531 -0.1 0.4 0.2
H 12.5954 -25.3707 10.2141 0.2 -0.8 -0.4
H 11.0194 -27.4081 12.0001 -0.7 0.6 -0.1
H 12.5551 -27.5099 11.4045 0.3 -0.2 -0.5
H 11.1808 -27.7014 10.2484 0.2 0.0 0.0
H 10.0276 -24.5924 10.6195 0.4 -0.2 0.4
C 13.8109 -39.9807 1.1067 1.0 -0.9 1.0
C 14.6599 -41.2826 0.9871 -2.3 -0.2 1.3
C 14.4851 -42.2733 2.2056 1.1 1.3 -0.8
O 14.0918 -41.9415 -0.1112 0.5 -0.5 -1.3
H 12.7764 -40.2137 1.3590 0.0 -0.3 -0.3
H 13.8336 -39.4080 0.1795 0.2 0.1 0.2
H 14.1898 -39.4551 1.9832 0.1 0.6 -0.2
H 15.7197 -41.1010 0.8081 0.1 0.3 0.1
H 15.0329 -41.8325 3.0385 -0.3 -0.2 0.4
H 14.9961 -43.1995 1.9426 -0.1 -0.1 0.0
H 13.4410 -42.4896 2.4316 0.1 0.2 0.0
H 14.8228 -42.4610 -0.4535 -0.3 -0.4 -0.5
C 16.0517 -35.1630 7.8479 0.6 1.1 0.4
C 16.3356 -35.2441 9.3821 0.1 2.2 -1.6
C 16.5074 -33.8195 10.1210 0.3 -1.5 -1.2
O 15.2525 -35.8794 9.9397 -0.5 -1.7 1.5
H 15.5977 -36.0416 7.3897 -0.1 -0.2 0.6
H 16.9855 -35.0101 7.3068 0.0 0.3 -0.1
H 15.3956 -34.3071 7.6897 -0.1 0.1 -0.4
H 17.2710 -35.8030 9.4085 -0.3 -0.5 1.0
H 15.5416 -33.3143 10.1310 0.0 0.0 0.0
H 17.2431 -33.1899 9.6206 0.0 0.0 -0.1
H 16.8493 -33.9709 11.1448 -0.1 -0.1 0.0
H 14.4628 -35.3383 9.8673 0.1 0.2 -0.1
C 17.9178 -40.7458 13.1541 -0.7 0.9 0.0
C 17.4493 -40.6664 14.6291 0.1 0.6 -0.8
C 16.2690 -39.7229 14.9574 -0.5 -0.2 -0.4
O 17.0809 -41.9413 15.0608 -0.7 -0.9 0.7
H 18.9503 -41.0793 13.0505 0.0 -0.1 0.1
H 17.8228 -39.7647 12.6889 0.3 0.2 0.0
H 17.2730 -41.3690 12.5344 -0.1 -0.3 0.3
H 18.2981 -40.2896 15.1997 0.2 0.0 0.2
H 16.4347 -38.6739 14.7118 0.5 0.0 0.2
H 15.9507 -39.8345 15.9939 0.6 0.2 0.2
H 15.3225 -39.9152 14.4523 0.2 -0.6 -0.6
H 17.8186 -42.5445 15.1776 0.2 0.3 -0.2